(1)
22
Properties=species:S:1:pos:R:3 method="wB97M-V/def2-TZVPD" gap_ev=8.8 lumo_energy_ev=0.5159 max_force_ev_per_a=1.446 smiles=NCCNCCS.O charge=0 de_lowest_kj_mol=70.1 e_tot_ev=-20237.301
N 0.95 1.41 1.57
C 1.27 1.60 0.16
C 1.61 0.34 -0.65
N 0.75 -0.82 -0.49
C -0.43 -0.90 -1.35
C -1.72 -0.29 -0.72
S -2.08 1.37 -1.28
H 0.21 0.71 1.66
H 1.72 1.10 2.12
H 0.45 2.18 -0.26
H 2.13 2.28 0.11
H 1.66 0.63 -1.70
H 2.65 0.08 -0.41
H 0.58 -1.04 0.49
H -0.18 -0.43 -2.30
H -0.62 -1.96 -1.52
H -1.58 -0.27 0.36
H -2.52 -1.00 -0.86
H -3.07 1.15 -2.15
O -0.94 -1.97 2.23
H -0.54 -2.82 2.40
H -0.30 -1.35 2.61

=====

(2)
22
Properties=species:S:1:pos:R:3 method="wB97M-V/def2-TZVPD" gap_ev=10.0 lumo_energy_ev=0.7284 max_force_ev_per_a=0.918 smiles=C[C@H](CS)NCN.O charge=0 de_lowest_kj_mol=0.0 e_tot_ev=-20238.028
C 1.57 1.48 -0.19
C 0.72 0.24 -0.13
C 0.83 -0.67 -1.35
S 2.51 -1.29 -1.71
N -0.69 0.51 0.11
C -1.07 0.58 1.55
N -1.22 -0.69 2.18
H 1.58 1.94 0.81
H 2.62 1.27 -0.39
H 1.25 2.22 -0.91
H 1.06 -0.38 0.70
H 0.26 -1.58 -1.17
H 0.44 -0.20 -2.26
H 3.02 -0.17 -2.22
H -0.99 1.37 -0.35
H -0.32 1.17 2.08
H -2.03 1.09 1.54
H -1.96 -1.24 1.77
H -0.38 -1.24 2.15
O -2.78 -1.58 -0.64
H -2.30 -0.77 -0.39
H -2.12 -2.06 -1.16

=====

(3)
22
Properties=species:S:1:pos:R:3 method="wB97M-V/def2-TZVPD" gap_ev=9.2 lumo_energy_ev=0.5611 max_force_ev_per_a=3.116 charge=0 de_lowest_kj_mol=146.7 e_tot_ev=-20236.508
C 1.37 0.40 -1.83
C 0.32 -0.75 -2.09
S -0.10 -0.78 -3.93
N 2.00 0.37 -0.47
H 0.87 1.37 -1.91
H 2.17 0.34 -2.56
H -0.62 -0.54 -1.55
H 0.72 -1.73 -1.85
H -1.22 -1.51 -3.72
H 2.25 1.32 -0.13
H 2.86 -0.22 -0.42
H 1.09 -0.30 0.20
C -0.79 -0.51 1.27
O 0.51 -1.03 0.88
C -0.81 0.50 2.37
N -2.25 0.95 2.47
H -1.24 -0.01 0.40
H -1.46 -1.33 1.59
H -0.35 -0.01 3.23
H -0.18 1.37 2.09
H -2.82 0.29 2.97
H -2.30 1.81 3.00

=====

(4)
23
Properties=species:S:1:pos:R:3 method="wB97M-V/def2-TZVPD" gap_ev="7.1 / 7.2" lumo_energy_ev="-5.9220 / -5.7588" max_force_ev_per_a=5.074 charge=+1 de_lowest_kj_mol=341.0 e_tot_ev=-35212.140
C 2.70 0.03 -0.10
C -0.29 2.48 -0.40
C -0.28 -0.01 1.97
C -2.37 -1.63 0.24
N 0.65 0.24 -1.89
N 0.43 -1.65 -0.20
P 1.67 -1.00 -1.23
P -0.81 0.88 -1.29
P -0.81 -0.68 0.31
H 3.36 -0.77 0.37
H 2.05 0.49 0.68
H 3.19 0.72 -0.68
H -0.76 2.55 0.56
H -0.79 3.29 -0.96
H 0.76 2.47 -0.30
H 0.56 0.59 1.81
H -0.23 -0.93 2.56
H -1.06 0.75 2.26
H -2.16 -2.42 0.83
H -2.59 -1.91 -0.88
H -3.05 -0.96 0.62
H 0.40 0.07 -2.84
H -0.57 -2.60 -1.44

=====

(5)
21
Properties=species:S:1:pos:R:3 method="wB97M-V/def2-TZVPD" gap_ev="5.3 / 9.7" spin_multiplicity=2 lumo_energy_ev="1.0948 / 1.0315" max_force_ev_per_a=4.454 charge=0 de_lowest_kj_mol=113.2 e_tot_ev=-8842.182
N 0.68 2.65 2.46
C 0.78 2.06 1.24
N 1.91 1.92 0.58
H 1.48 2.86 3.09
H -0.23 2.65 2.93
H -0.18 1.74 0.81
H 1.99 1.40 -0.26
H 2.80 2.08 1.02
C 0.03 -0.18 -0.87
N -0.27 -1.61 -0.89
C -1.17 -1.94 0.25
C -0.93 -1.97 -2.17
H 0.56 0.05 0.12
H -0.83 0.47 -0.88
H 0.78 0.13 -1.61
H -1.41 -3.06 0.22
H -0.61 -1.70 1.20
H -2.09 -1.33 0.24
H -0.78 -3.06 -2.31
H -0.45 -1.42 -3.01
H -2.05 -1.75 -2.19

=====

(6)
21
Properties=species:S:1:pos:R:3 method="wB97M-V/def2-TZVPD" gap_ev=11.5 lumo_energy_ev=-3.4929 max_force_ev_per_a=4.963 charge=+1 de_lowest_kj_mol=301.7 e_tot_ev=-8836.896
C 0.52 -1.46 1.83
C -1.07 -1.09 -0.04
N -0.14 -0.50 0.82
N -0.94 -2.42 -0.37
N -1.78 -0.55 -1.12
H 0.04 0.58 0.81
H -0.06 -2.87 0.18
H -1.69 -3.02 -0.85
H -2.36 0.26 -1.14
H -2.36 -1.45 -1.35
H 1.27 -0.78 2.43
H 1.08 -2.28 1.45
H -0.28 -1.64 2.52
C 0.64 1.92 -1.34
C 1.25 2.36 -0.03
H 0.62 0.83 -1.21
H -0.41 2.29 -1.35
H 1.31 2.33 -2.19
H 1.01 3.33 0.35
H 2.32 2.48 -0.23
H 1.00 1.66 0.83